[1]
11
Properties=species:S:1:pos:R:3 method="wB97M-V/def2-TZVPD" e_tot_ha=-285.2575 gap_ha=0.3968
C 2.3325 -0.1256 0.1457
C -0.6152 -0.9336 -0.3834
C 0.3406 -0.1597 0.4476
C -0.5249 0.5521 -0.3839
N 3.4242 0.1893 -0.0345
O -1.5537 1.4164 0.1817
H -0.3819 -1.4020 -1.3731
H -1.4637 -1.2413 0.1595
H 0.4637 -0.2397 1.5873
H 0.0047 1.0297 -1.2614
H -2.0262 0.9144 0.9143

[2]
128
Properties=species:S:1:pos:R:3 method="wB97M-V/def2-TZVPD" e_tot_ha=-3604.3286 gap_ha=0.3260
C 4.0138 -6.4822 38.7245
O 4.3545 -5.3450 38.7764
N 4.2488 -7.4096 39.6372
N 3.5119 -7.0970 37.7132
H 3.8964 -8.3158 39.3641
H 4.8663 -7.0737 40.3624
H 3.2164 -6.6876 36.8385
H 2.9957 -7.9297 37.9585
C 7.3236 -12.4935 40.9732
O 7.0597 -12.3918 42.1332
N 8.5513 -12.4300 40.5456
N 6.5003 -12.8014 40.0168
H 9.3335 -12.2852 41.1679
H 8.7042 -12.2498 39.5636
H 5.5016 -12.8126 40.1672
H 6.9393 -12.4703 39.1696
C 7.2790 -12.7981 25.5009
O 8.2343 -12.7054 24.8293
N 6.1958 -12.1262 25.2788
N 7.2023 -13.5037 26.5982
H 5.3898 -12.5420 25.7232
H 6.2075 -11.3521 24.6301
H 8.0768 -13.9540 26.8277
H 6.4094 -13.2616 27.1752
C 4.0111 -18.8591 31.5703
O 3.7384 -18.4564 32.6722
N 4.1137 -20.1258 31.3098
N 4.6397 -18.0826 30.6989
H 3.5834 -20.7462 31.9047
H 4.4119 -20.4290 30.3937
H 4.8432 -17.1802 31.1043
H 4.7736 -18.4555 29.7698
C -4.9032 -12.4594 35.3751
O -4.0360 -13.2590 35.8014
N -6.0041 -11.9357 36.0567
N -5.0341 -12.2707 34.0587
H -6.0433 -11.9712 37.0653
H -6.8066 -11.4367 35.7002
H -4.2614 -12.4785 33.4424
H -5.7264 -11.5699 33.8357
C 3.7040 -12.7296 34.1361
O 4.2798 -12.8894 33.1025
N 2.8497 -13.5385 34.7529
N 3.9679 -11.8133 34.9935
H 2.7968 -14.4763 34.3816
H 2.1697 -13.1637 35.3989
H 4.5485 -11.0569 34.6603
H 3.6033 -11.7777 35.9347
C 9.7995 -14.5986 32.8464
O 10.4713 -13.7692 32.3314
N 9.0313 -14.3192 33.8680
N 9.7360 -15.8455 32.4215
H 8.9433 -13.3496 34.1367
H 8.5043 -15.0745 34.2825
H 10.1985 -15.9787 31.5336
H 9.1352 -16.4623 32.9494
C -1.0292 -10.0234 39.0352
O 0.0209 -10.5001 38.8045
N -1.6391 -9.3360 38.1160
N -1.8135 -9.9883 40.0886
H -2.4652 -8.8307 38.4029
H -1.4237 -9.4539 37.1363
H -2.6975 -9.5035 40.1498
H -1.4547 -10.4312 40.9223
C -3.1144 -16.6061 30.3200
O -4.0089 -17.3603 29.9361
N -2.8829 -15.4697 29.8605
N -2.5240 -16.9471 31.4548
H -3.4677 -15.0501 29.1519
H -2.2814 -14.8147 30.3393
H -2.5801 -17.9071 31.7637
H -2.0273 -16.2051 31.9270
C 3.9113 -4.6593 31.3044
O 4.0784 -5.7731 31.8266
N 3.0736 -3.7340 31.6897
N 4.7624 -4.2402 30.3738
H 3.0114 -3.1033 30.9033
H 2.3275 -3.8738 32.3559
H 5.6188 -4.7472 30.2012
H 4.6408 -3.3209 29.9736
C 1.5430 -13.8016 26.3626
O 1.3347 -12.6652 26.1876
N 1.8443 -14.1879 27.5240
N 1.6929 -14.7278 25.4439
H 2.2618 -15.0912 27.6967
H 1.6363 -13.5944 28.3143
H 1.5280 -14.6235 24.4529
H 2.0173 -15.5957 25.8459
C 6.9646 -17.9837 37.4497
O 7.5794 -18.2060 36.3756
N 5.6500 -18.0498 37.4746
N 7.5649 -17.5093 38.4827
H 5.2766 -18.2230 36.5523
H 5.1286 -17.6499 38.2416
H 7.0900 -17.5842 39.3710
H 8.5698 -17.4800 38.3861
C 8.7424 -8.9569 29.2440
O 8.6270 -7.9523 28.5584
N 9.8525 -9.6717 29.2652
N 7.8031 -9.5549 29.8717
H 10.6680 -9.0769 29.3010
H 9.8567 -10.5507 29.7626
H 6.8344 -9.3900 29.6383
H 7.9615 -10.4532 30.3053
C 9.5209 -8.1381 35.2310
O 8.9575 -8.9480 35.9212
N 8.9435 -6.9971 35.0472
N 10.7359 -8.2615 34.8342
H 9.1823 -6.1748 34.5114
H 8.1402 -6.8568 35.6431
H 11.1643 -9.1718 34.9238
H 11.1412 -7.6122 34.1752
C -0.8441 -9.4400 31.7517
O -0.8273 -10.5434 31.3082
N -0.0151 -9.0396 32.6808
N -1.7437 -8.5280 31.3657
H -0.1124 -8.0941 33.0224
H 0.7687 -9.6239 32.9343
H -1.6453 -7.6206 31.7982
H -2.5492 -8.6634 30.7717
C -0.6070 -17.8687 38.6696
O -0.0787 -18.9207 38.9663
N -0.8966 -16.9353 39.4700
N -0.6650 -17.4517 37.4600
H -1.3870 -16.0763 39.2658
H -0.6633 -17.0889 40.4406
H -0.5028 -18.1354 36.7345
H -1.1230 -16.5566 37.3646

[3]
47
Properties=species:S:1:pos:R:3 method="wB97M-V/def2-TZVPD" e_tot_ha=-1198.6002 smiles=C1COB2OCCOCCOB(OCCO1)OCCOCCO2 gap_ha=0.3761
C -0.4215 1.0640 -2.6582
C 1.0298 0.5441 -2.4541
O 1.5771 0.7927 -1.2136
B 1.8349 -0.2257 -0.2072
O 1.7541 -1.5687 -0.4372
C 2.4362 -2.4327 0.3662
C 1.8704 -3.8065 0.3611
O 0.5745 -3.9498 0.9003
C -0.4112 -3.1323 0.3190
C -0.5116 -1.7988 1.0298
O -1.6935 -1.1727 0.5346
B -1.7341 0.2301 0.4866
O -2.3677 0.9099 -0.5805
C -3.0622 0.0383 -1.4138
C -2.7439 0.4460 -2.8120
O -1.3772 0.0960 -3.2312
O -0.8553 0.9445 1.3664
C -1.1190 2.3201 1.3520
C -0.5251 3.2178 2.4516
O 0.8897 3.2388 2.4314
C 1.4346 1.9530 2.4001
C 1.9687 1.5707 1.1219
O 2.3298 0.2025 1.0553
H -0.8016 1.4859 -1.7316
H -0.3796 1.8516 -3.4007
H 1.6566 0.7587 -3.3315
H 1.1183 -0.5732 -2.4617
H 3.4535 -2.4539 -0.0438
H 2.4184 -2.0330 1.3957
H 1.9193 -4.1688 -0.7009
H 2.5877 -4.4566 0.8754
H -0.2070 -2.9864 -0.7841
H -1.3697 -3.7731 0.4170
H -0.7784 -1.9322 2.0773
H 0.3222 -1.1077 1.0241
H -4.1418 0.0243 -1.2857
H -2.7481 -1.0716 -1.3479
H -2.7675 1.5318 -2.7603
H -3.4130 0.1825 -3.6826
H -0.7673 2.6352 0.3987
H -2.2143 2.4111 1.3215
H -0.8610 4.2622 2.3644
H -0.7662 2.8394 3.4577
H 0.6471 1.2521 2.6725
H 2.1862 1.9215 3.2147
H 2.8462 2.1481 0.8166
H 1.1830 1.7708 0.3264